1.
A molecular structure, C44H49NP2Sn, computed with ωB97M-V/def2-TZVPD.

As for the LUMO energy: -0.272 Eh. Its charge is +2. The energy above the lowest of the compared OMol25 structures with the same formula, charge and spin comes out at 0.000 eV. As for the HOMO energy: -13.2 eV.

```
97
C44H49NP2Sn ωB97M-V/def2-TZVPD
Sn 0.1618 -0.0870 0.0760
C 5.9672 1.4274 -1.6745
C 5.3258 2.5325 -2.0752
C 5.2658 3.0100 -3.5010
C 5.2952 1.9483 -4.6331
C 4.6938 0.5900 -4.4055
C 5.3844 -0.4670 -3.9538
C 6.7293 -0.4363 -3.3134
C 7.0734 0.8171 -2.4765
C -1.3651 -1.6698 -0.3562
H 5.7946 0.9934 -0.6855
H 4.8904 3.2261 -1.3401
H 6.1157 3.6953 -3.6863
H 4.3653 3.6316 -3.6337
H 4.7465 2.3910 -5.4849
H 6.3399 1.8374 -4.9609
H 3.6990 0.4525 -4.8486
H 5.0796 -1.4839 -4.2170
H 7.5024 -0.5387 -4.0974
H 6.8402 -1.3315 -2.6817
H 7.8895 0.5349 -1.7903
H 7.4758 1.5739 -3.1657
H -1.2223 -2.4859 0.3610
H -1.2534 -2.0141 -1.3907
H -2.3415 -1.1936 -0.2285
P 1.9189 1.9152 -0.0763
P 0.9316 -0.8416 -2.3720
C 2.3813 1.5415 -1.7523
C 1.9180 0.6070 -2.6313
C 1.4535 3.6709 0.0025
C 1.8941 4.6300 -0.9324
C 1.4766 5.9592 -0.8100
C 0.5388 6.3260 0.1586
C 0.0311 5.3591 1.0335
C 0.5199 4.0559 0.9835
C 3.2170 1.5824 1.1649
C 3.6760 0.2586 1.3164
C 4.6612 -0.0395 2.2533
C 5.2142 0.9759 3.0449
C 4.7240 2.2820 2.9392
C 3.7231 2.5866 2.0155
C -0.2687 -0.9856 -3.7215
C -1.2056 0.0504 -3.9046
C -2.1903 -0.0718 -4.8836
C -2.2330 -1.2033 -5.7098
C -1.2873 -2.2227 -5.5380
C -0.2961 -2.1170 -4.5608
C 1.8957 -2.3661 -2.2509
C 1.5099 -3.3824 -1.3558
C 2.2615 -4.5529 -1.2704
C 3.4289 -4.7055 -2.0277
C 3.8425 -3.6726 -2.8811
C 3.0602 -2.5212 -3.0099
H 3.1311 2.2435 -2.1376
H 2.1199 0.7575 -3.6992
H 2.5686 4.3355 -1.7361
H 1.8933 6.7190 -1.4736
H 0.1975 7.3599 0.2387
H -0.7381 5.6131 1.7599
H 0.1457 3.3054 1.6811
H 3.2359 -0.5322 0.7025
H 5.0075 -1.0661 2.3703
H 6.0144 0.7425 3.7502
H 5.1216 3.0673 3.5888
H 3.3207 3.6022 1.9403
H -1.1556 0.9412 -3.2739
H -2.9338 0.7155 -5.0074
H -3.0024 -1.2910 -6.4857
H -1.3224 -3.1114 -6.1666
H 0.4576 -2.8981 -4.4315
H 0.6218 -3.2329 -0.7407
H 1.9318 -5.3542 -0.6093
H 4.0121 -5.6302 -1.9607
H 4.7668 -3.7712 -3.4508
H 3.3392 -1.7146 -3.6853
C -0.9708 -1.4674 3.1736
N -0.9145 -0.1847 2.4443
C -0.2152 0.8080 3.2800
C -2.3084 0.2470 2.1293
C -2.4045 1.3172 1.0775
C -3.5321 2.1491 1.1309
C -3.6919 3.1403 0.1618
C -2.7429 3.2763 -0.8584
C -1.6306 2.4174 -0.9231
C -1.4677 1.4287 0.0513
H -1.4768 -1.3118 4.1437
H 0.0348 -1.8485 3.3649
H -1.5362 -2.2038 2.5972
H -0.2466 1.7979 2.8148
H -0.6998 0.8503 4.2748
H 0.8316 0.5035 3.4063
H -2.8617 -0.6510 1.8082
H -2.7864 0.5798 3.0735
H -4.2634 1.9852 1.9357
H -4.5656 3.7959 0.2037
H -2.8586 4.0579 -1.6198
H -0.8993 2.5532 -1.7224
```

Want to see where the charge sits? The Löwdin charges in e are:
1 Sn 1.180
2 C -0.095
3 C -0.159
4 C -0.186
5 C -0.173
6 C -0.119
7 C -0.122
8 C -0.174
9 C -0.175
10 C -0.209
11 H 0.100
12 H 0.102
13 H 0.129
14 H 0.100
15 H 0.121
16 H 0.116
17 H 0.091
18 H 0.084
19 H 0.132
20 H 0.112
21 H 0.125
22 H 0.111
23 H -0.003
24 H 0.000
25 H 0.020
26 P 1.012
27 P 0.953
28 C -0.271
29 C -0.275
30 C -0.348
31 C -0.056
32 C -0.044
33 C -0.034
34 C -0.041
35 C -0.093
36 C -0.366
37 C -0.125
38 C -0.061
39 C -0.041
40 C -0.047
41 C -0.064
42 C -0.350
43 C -0.079
44 C -0.053
45 C -0.041
46 C -0.050
47 C -0.061
48 C -0.364
49 C -0.086
50 C -0.054
51 C -0.040
52 C -0.044
53 C -0.082
54 H 0.038
55 H 0.075
56 H 0.095
57 H 0.122
58 H 0.124
59 H 0.122
60 H 0.083
61 H 0.089
62 H 0.118
63 H 0.122
64 H 0.123
65 H 0.112
66 H 0.086
67 H 0.117
68 H 0.123
69 H 0.119
70 H 0.111
71 H 0.074
72 H 0.118
73 H 0.123
74 H 0.117
75 H 0.072
76 C -0.068
77 N -0.333
78 C -0.071
79 C -0.169
80 C -0.272
81 C -0.019
82 C -0.053
83 C -0.064
84 C -0.142
85 C -0.284
86 H 0.111
87 H 0.099
88 H 0.085
89 H 0.065
90 H 0.112
91 H 0.095
92 H 0.127
93 H 0.144
94 H 0.129
95 H 0.118
96 H 0.116
97 H 0.087

***

2.
2 unconnected molecules or ions with the total composition C11H18O, computed with ωB97M-V/def2-TZVPD.

As for the LUMO energy: 0.027 Eh. Its charge is 0. The energy above the lowest of the compared OMol25 structures with the same formula, charge and spin comes out at 2.014 eV. The SMILES is Cc1ccc(O)cc1.CC(C)C. As for the HOMO energy: -8.2 eV.

```
30
C11H18O ωB97M-V/def2-TZVPD
C -2.5372 0.0682 -2.5654
C -1.6135 1.0710 -1.8981
C -2.2079 1.8860 -0.8192
C -1.4881 2.8849 -0.2066
C -0.2144 3.1398 -0.7049
O 0.5163 4.1579 -0.3303
C 0.3524 2.4006 -1.7494
C -0.3075 1.2704 -2.1648
H -3.0887 -0.5863 -1.8761
H -1.9729 -0.7492 -3.0744
H -3.2222 0.3161 -3.4005
H -3.2633 1.8527 -0.6817
H -1.9443 3.5797 0.3950
H -0.0520 4.8399 0.0964
H 1.1632 2.8028 -2.2310
H 0.0623 0.6595 -3.0705
C 0.1004 -2.5647 1.9319
C 1.3395 -1.6472 1.5942
C 2.1097 -1.4560 2.8644
C 2.1281 -2.3555 0.5293
H 0.3587 -3.5731 1.9869
H -0.6434 -2.4434 1.1543
H -0.3440 -2.2277 2.9461
H 0.8942 -0.7701 1.1980
H 2.0622 -2.4998 3.3606
H 3.2036 -1.4126 2.5800
H 1.6070 -0.8490 3.5580
H 1.4684 -2.7346 -0.2399
H 2.9239 -1.7321 -0.0067
H 2.6094 -3.3280 0.8247
```

Want to see where the charge sits? The Löwdin charges in e are:
1 C -0.081
2 C -0.271
3 C -0.016
4 C -0.023
5 C -0.368
6 O 0.068
7 C -0.008
8 C -0.079
9 H 0.071
10 H 0.073
11 H 0.080
12 H 0.097
13 H 0.085
14 H 0.135
15 H 0.092
16 H 0.143
17 C -0.090
18 C -0.507
19 C -0.099
20 C -0.122
21 H 0.043
22 H 0.062
23 H 0.104
24 H 0.109
25 H 0.102
26 H 0.095
27 H 0.053
28 H 0.060
29 H 0.098
30 H 0.092

***

3.
A molecular structure, C6H24F2N12O6Y, computed with ωB97M-V/def2-TZVPD.

As for the LUMO energy: -0.063 Eh. Its charge is +1. The energy above the lowest of the compared OMol25 structures with the same formula, charge and spin comes out at 0.345 eV. As for the HOMO energy: -11.3 eV.

```
51
C6H24F2N12O6Y ωB97M-V/def2-TZVPD
Y 0.0721 -0.2753 0.0938
F 2.1660 -1.2546 -0.3231
F -2.1975 -0.5935 0.4987
C 0.6166 1.2154 -3.1421
O 0.5047 0.5689 -2.0994
N 1.7587 1.8462 -3.4915
N -0.3489 1.3796 -4.1095
H 1.7456 2.2643 -4.4022
H 2.5689 1.7584 -2.9074
H -1.2300 0.9399 -3.8931
H 0.1213 1.2108 -4.9846
C -2.1911 2.5552 0.0361
O -1.2102 1.8197 -0.1300
N -2.3306 3.3807 1.0684
N -3.2991 2.4610 -0.7305
H -3.2478 3.6950 1.3297
H -1.6133 3.5015 1.7603
H -4.0382 3.1392 -0.7171
H -3.3145 1.7881 -1.4765
C 0.3701 -3.3668 1.8675
O 0.0693 -2.3302 1.2855
N -0.5146 -4.0566 2.6278
N 1.6122 -3.9070 1.8669
H -1.4501 -3.7940 2.3539
H -0.2188 -4.6197 3.3989
H 2.3163 -3.2823 1.4870
H 1.9158 -4.4646 2.6454
C 2.2242 2.6015 0.0835
O 1.5983 1.5593 0.1884
N 3.3151 2.8040 -0.6983
N 1.8770 3.7127 0.7606
H 3.7330 1.9775 -1.1007
H 4.0100 3.5079 -0.5225
H 2.4007 4.5689 0.7345
H 1.0697 3.7520 1.3550
C -0.5051 -2.9040 -2.1683
O -0.5163 -1.8896 -1.4871
N -0.9655 -4.1090 -1.7577
N 0.1167 -3.0469 -3.3789
H -1.1421 -4.8282 -2.4318
H -1.4857 -4.1858 -0.8986
H 0.2218 -2.1855 -3.8902
H 0.2227 -3.9261 -3.8417
C -0.2682 0.1442 3.2249
O 0.4426 0.3350 2.2245
N -1.5978 -0.0067 3.1398
N 0.2066 0.3192 4.4625
H -2.2051 -0.1732 3.9233
H -2.0880 -0.0851 2.2428
H 1.1721 0.3305 4.7357
H -0.4696 0.1482 5.1874
```

Want to see where the charge sits? The Löwdin charges in e are:
1 Y 1.580
2 F -0.591
3 F -0.542
4 C -0.605
5 O -0.060
6 N 0.188
7 N 0.160
8 H 0.107
9 H 0.093
10 H 0.109
11 H 0.101
12 C -0.641
13 O -0.070
14 N 0.183
15 N 0.185
16 H 0.111
17 H 0.110
18 H 0.107
19 H 0.114
20 C -0.633
21 O -0.066
22 N 0.170
23 N 0.185
24 H 0.117
25 H 0.104
26 H 0.111
27 H 0.103
28 C -0.620
29 O -0.053
30 N 0.168
31 N 0.182
32 H 0.113
33 H 0.108
34 H 0.106
35 H 0.104
36 C -0.603
37 O -0.062
38 N 0.178
39 N 0.176
40 H 0.102
41 H 0.114
42 H 0.105
43 H 0.101
44 C -0.635
45 O -0.091
46 N 0.186
47 N 0.187
48 H 0.110
49 H 0.068
50 H 0.121
51 H 0.107

***

4.
A molecular structure, C28H25BrLuNP, computed with ωB97M-V/def2-TZVPD.

As for the LUMO energy: 0.101 Eh. Its charge is -1. As for the HOMO energy: -3.9 eV.

```
57
C28H25BrLuNP ωB97M-V/def2-TZVPD
C -1.1106 -1.0941 -4.6104
C -1.2105 -2.1196 -3.6291
C -1.9626 -1.5964 -2.5197
H -0.8216 -3.1279 -3.7109
C -2.2839 -0.2304 -2.8146
C -1.7576 0.0746 -4.1075
H -1.9224 0.9994 -4.6530
H -0.6783 -1.1971 -5.6038
H -2.2794 -2.1487 -1.6443
H -2.9214 0.4154 -2.2249
Lu 0.2426 -0.5306 -2.3596
Br 1.0733 -2.7984 -1.4162
C 2.3100 0.9655 -2.4677
C 1.4387 1.7170 -3.3310
C 1.2513 0.9617 -4.5153
H 1.0720 2.7228 -3.1427
C 1.9608 -0.2688 -4.3924
C 2.6265 -0.2697 -3.1254
H 3.3018 -1.0362 -2.7524
H 2.7095 1.3074 -1.5202
H 0.7070 1.2995 -5.4019
H 2.0338 -1.0494 -5.1555
N 0.1412 0.4594 -0.5579
P -0.0138 0.2950 0.9910
C -1.5595 -0.6068 1.3331
C -1.5821 -1.8547 1.9724
C -2.7838 -2.5563 2.1054
C -3.9546 -2.0620 1.5251
C -3.9228 -0.8695 0.7940
C -2.7289 -0.1524 0.6898
C 1.3177 -0.5567 1.8895
C 1.2363 -0.8524 3.2589
C 2.3124 -1.4448 3.9348
C 3.4936 -1.7464 3.2460
C 3.5903 -1.4301 1.8883
C 2.5234 -0.8209 1.2271
C -0.0395 1.8456 1.9354
C 1.1703 2.5493 2.0675
C 1.2093 3.7582 2.7649
C 0.0272 4.2906 3.2954
C -1.1910 3.6271 3.1102
C -1.2255 2.4086 2.4242
H -0.6582 -2.2908 2.3484
H -2.8019 -3.5048 2.6526
H -4.8975 -2.6179 1.6196
H -4.8252 -0.4959 0.2925
H -2.6853 0.7469 0.0715
H 0.3355 -0.6296 3.8345
H 2.2420 -1.6870 5.0017
H 4.3415 -2.2219 3.7656
H 4.5171 -1.6540 1.3477
H 2.6290 -0.5670 0.1714
H 2.0789 2.1508 1.6133
H 2.1618 4.2855 2.8876
H 0.0598 5.2386 3.8479
H -2.1199 4.0646 3.4941
H -2.1767 1.9053 2.2549
```

Want to see where the charge sits? The Löwdin charges in e are:
1 C -0.216
2 C -0.290
3 C -0.286
4 H 0.070
5 C -0.224
6 C -0.200
7 H 0.089
8 H 0.095
9 H 0.086
10 H 0.078
11 Lu 1.128
12 Br -0.038
13 C -0.267
14 C -0.200
15 C -0.223
16 H 0.087
17 C -0.228
18 C -0.294
19 H 0.073
20 H 0.076
21 H 0.092
22 H 0.093
23 N -0.398
24 P 0.708
25 C -0.272
26 C -0.078
27 C -0.090
28 C -0.104
29 C -0.094
30 C -0.121
31 C -0.302
32 C -0.102
33 C -0.096
34 C -0.101
35 C -0.083
36 C -0.109
37 C -0.272
38 C -0.077
39 C -0.092
40 C -0.108
41 C -0.097
42 C -0.077
43 H 0.095
44 H 0.100
45 H 0.098
46 H 0.104
47 H 0.097
48 H 0.110
49 H 0.097
50 H 0.099
51 H 0.105
52 H 0.070
53 H 0.108
54 H 0.100
55 H 0.096
56 H 0.098
57 H 0.091